(1)
{"formula": "C6H11N2OP", "method": "ωB97M-V/def2-TZVPD", "relative_energy_kcal_mol": 93.03, "fmax_ev_per_a": 4.0, "total_charge": 0, "homo_lumo_gap_ev": [7.0, 8.5], "elements": ["C", "C", "C", "C", "C", "C", "N", "N", "O", "P", "H", "H", "H", "H", "H", "H", "H", "H", "H", "H", "H"], "positions_angstrom": [[-1.7822, 0.3711, 1.5420], [-0.4446, -2.1221, -0.9080], [0.8607, -1.7843, -0.9196], [-1.4651, 1.8428, 1.2141], [0.0630, 2.0270, 1.0112], [1.6066, -1.0948, -1.9955], [-0.8635, -0.4998, 1.4672], [1.3013, 0.2511, -1.8772], [1.7823, -0.2205, 1.5671], [0.5928, 0.2349, 0.8930], [-2.6397, -0.0716, 2.0435], [-0.9242, -2.4492, -0.0094], [-0.9718, -1.6455, -1.8257], [1.4819, -2.0558, -0.0141], [-2.0473, 2.1520, 0.4253], [-1.8433, 2.3378, 2.1695], [0.3885, 2.6082, 0.2053], [0.5779, 2.4161, 1.8390], [1.4133, -1.6742, -3.0094], [2.6375, -1.1359, -1.7945], [0.2759, 0.5128, -2.0237]], "forces_ev_per_angstrom": [[1.3, -0.5, 0.3], [0.9, 2.2, -2.6], [-0.4, -2.6, 2.3], [0.4, -0.4, 3.6], [-1.5, -2.4, 0.4], [-1.1, -2.0, -1.5], [0.8, 0.3, -0.4], [-2.1, 3.4, 0.1], [1.9, -0.4, 1.3], [-1.3, 0.9, -2.0], [-0.9, 1.0, -0.3], [-0.4, -0.3, -0.1], [0.1, -1.4, 1.7], [-0.7, 0.2, -1.1], [-1.3, 0.9, -1.9], [0.5, 0.0, -1.3], [0.1, 0.6, -1.6], [0.4, 0.5, 1.5], [0.1, 1.5, 1.5], [1.5, -0.6, 0.0], [1.5, -1.0, 0.0]], "lowdin_charge": [-0.200, -0.043, -0.303, -0.188, -0.211, -0.402, -0.073, 0.024, -0.334, 0.765, 0.114, 0.033, 0.095, 0.106, 0.071, 0.133, 0.059, 0.064, 0.158, 0.079, 0.053]}


(2)
{"formula": "C2H4N2O2", "method": "ωB97M-V/def2-TZVPD", "relative_energy_kcal_mol": 158.77, "fmax_ev_per_a": 5.2, "total_charge": 0, "homo_lumo_gap_ev": 10.9, "elements": ["C", "C", "N", "N", "O", "O", "H", "H", "H", "H"], "positions_angstrom": [[0.7379, -0.7899, -0.0667], [0.9792, 0.7035, 0.1802], [-0.2083, -0.0237, 0.6753], [-1.6775, 0.0209, -0.0681], [-2.1733, -1.0391, -0.1635], [-2.0509, 1.1050, -0.2047], [0.6622, -1.1426, -1.1513], [1.4368, -1.4294, 0.3891], [1.4870, 1.1069, 1.0791], [0.8069, 1.4884, -0.6695]], "forces_ev_per_angstrom": [[1.5, 1.1, -2.2], [-1.8, 1.4, -1.1], [-1.8, -1.1, -0.8], [4.5, -1.0, 2.4], [-0.8, -1.1, -0.5], [-1.7, 2.8, -1.0], [-0.7, 1.0, 1.5], [0.2, -1.0, 1.3], [0.1, -0.5, -0.9], [0.4, -1.8, 1.5]], "lowdin_charge": [-0.173, -0.118, -0.004, -0.400, 0.118, 0.129, 0.136, 0.073, 0.104, 0.134]}


(3)
{"formula": "C3H5ClO", "method": "ωB97M-V/def2-TZVPD", "relative_energy_kcal_mol": 35.82, "fmax_ev_per_a": 4.5, "total_charge": 0, "homo_lumo_gap_ev": 10.5, "elements": ["C", "C", "C", "O", "Cl", "H", "H", "H", "H", "H"], "positions_angstrom": [[1.5723, -0.1636, -0.4432], [0.4888, -0.5519, 0.3095], [-0.8705, 0.1286, -0.1465], [-2.0739, -0.2760, 0.3987], [-0.5161, 1.7512, 0.5108], [2.5587, -0.4711, -0.1699], [1.4819, 0.4352, -1.3134], [0.5906, -1.1694, 1.1374], [-0.8334, 0.0063, -1.2951], [-2.3983, 0.3108, 1.0116]], "forces_ev_per_angstrom": [[-2.0, -1.9, 2.2], [0.9, 2.0, -3.9], [2.1, -1.0, 0.0], [1.2, -3.0, -2.7], [-0.7, 1.3, -0.5], [0.4, -0.2, 0.1], [-0.2, 0.6, -0.6], [-0.1, -0.9, 1.5], [-0.6, 0.9, 1.8], [-0.9, 2.2, 2.2]], "lowdin_charge": [-0.025, -0.178, -0.719, -0.051, 0.651, 0.045, 0.043, 0.070, 0.143, 0.021]}


(4)
{"formula": "C6H12NO", "method": "ωB97M-V/def2-TZVPD", "relative_energy_kcal_mol": 18.82, "fmax_ev_per_a": 2.2, "total_charge": -1, "homo_lumo_gap_ev": 6.1, "elements": ["C", "O", "C", "C", "C", "C", "C", "N", "H", "H", "H", "H", "H", "H", "H", "H", "H", "H", "H", "H"], "positions_angstrom": [[1.8543, 1.3949, 0.5771], [2.5010, 1.2144, 1.7027], [0.3171, 1.0515, 0.7923], [-0.4955, 0.7435, -0.5139], [-0.3047, -0.6345, -0.9527], [-1.2195, -1.5937, -0.7350], [-0.8315, -3.0812, -0.7344], [-0.3411, 2.1434, 1.5313], [1.8346, 2.4281, 0.1057], [2.2927, 0.8248, -0.3395], [0.3803, 0.2364, 1.5080], [-0.0673, 1.4980, -1.2010], [-1.5603, 1.0290, -0.4976], [0.5474, -0.8856, -1.5763], [-2.2226, -1.3835, -0.3855], [-0.7627, -3.4490, -1.7661], [-1.5056, -3.7674, -0.2275], [0.1483, -3.1060, -0.2680], [-0.9471, 2.7036, 0.9474], [0.3821, 2.6335, 2.0330]], "forces_ev_per_angstrom": [[-0.6, -0.5, -1.3], [0.6, 0.5, 0.6], [-0.1, 0.3, -0.3], [0.8, 2.0, 0.2], [-1.4, -1.1, -0.8], [0.6, -0.8, 0.4], [0.1, 0.8, -1.1], [-0.4, -0.7, 0.0], [-0.1, 0.3, 0.4], [-0.6, -0.2, 0.5], [-0.3, -0.6, -0.3], [0.0, -0.4, -0.2], [0.1, -0.4, 0.6], [0.6, -0.1, 0.7], [0.1, 0.4, 0.4], [0.2, -0.1, 0.1], [-0.2, 0.3, 0.3], [0.1, -0.5, 0.0], [0.5, 0.3, 0.0], [0.0, 0.5, 0.0]], "lowdin_charge": [-0.570, -0.325, -0.388, -0.203, -0.154, -0.163, -0.121, 0.006, 0.073, 0.080, 0.109, 0.105, 0.102, 0.110, 0.085, 0.058, 0.052, 0.063, 0.033, 0.048]}


(5)
{"formula": "C27H76F3N7O11S", "method": "ωB97M-V/def2-TZVPD", "relative_energy_kcal_mol": 3.65, "fmax_ev_per_a": 2.2, "total_charge": 0, "homo_lumo_gap_ev": 8.3, "elements": ["N", "H", "H", "H", "H", "C", "F", "F", "F", "S", "O", "O", "O", "C", "C", "O", "O", "H", "H", "H", "H", "H", "H", "C", "C", "C", "O", "C", "N", "H", "H", "H", "H", "H", "H", "H", "H", "H", "H", "H", "C", "C", "C", "O", "C", "N", "H", "H", "H", "H", "H", "H", "H", "H", "H", "H", "H", "C", "C", "C", "O", "C", "N", "H", "H", "H", "H", "H", "H", "H", "H", "H", "H", "H", "C", "C", "C", "O", "C", "N", "H", "H", "H", "H", "H", "H", "H", "H", "H", "H", "H", "C", "C", "C", "O", "C", "N", "H", "H", "H", "H", "H", "H", "H", "H", "H", "H", "H", "C", "C", "C", "O", "C", "N", "H", "H", "H", "H", "H", "H", "H", "H", "H", "H", "H"], "positions_angstrom": [[2.0593, 1.5950, -2.8569], [1.6757, 1.1716, -1.9442], [3.0627, 1.5245, -2.6942], [1.6802, 2.5758, -2.8145], [1.7876, 1.0380, -3.6535], [0.6610, 0.3282, 1.8509], [1.8150, 0.6669, 2.4201], [-0.0026, -0.4710, 2.6797], [-0.1035, 1.3814, 1.6180], [1.0702, -0.5687, 0.2283], [1.0720, 0.5058, -0.7567], [2.3714, -1.2227, 0.3959], [-0.0243, -1.5046, 0.0450], [-0.7699, -5.4770, -2.7557], [-0.5497, -4.6009, -1.5440], [-0.9318, -3.2592, -1.8003], [0.0684, -6.6134, -2.8831], [-0.7932, -4.8890, -3.6782], [-1.7926, -5.8517, -2.6108], [0.5207, -4.5063, -1.3214], [-1.0606, -5.0397, -0.6838], [-0.7322, -2.6939, -1.0342], [-0.3199, -7.1671, -3.5628], [1.3136, 4.3705, -0.6109], [0.7751, 4.9410, -1.9210], [0.7134, 6.4581, -1.9918], [0.1591, 6.9476, -3.1767], [-0.1273, 8.3640, -3.1039], [1.4150, 4.3149, -3.0849], [0.6593, 4.7543, 0.1741], [2.3143, 4.7320, -0.3463], [1.3957, 3.2885, -0.5184], [-0.2372, 4.5231, -2.0087], [1.7361, 6.8455, -1.8701], [0.1207, 6.7654, -1.1203], [0.6964, 8.8460, -2.5763], [-1.1199, 8.4974, -2.6838], [-0.0425, 8.6940, -4.1371], [0.9762, 4.7558, -3.8893], [2.3956, 4.5970, -3.0423], [0.3193, -4.0458, 3.7935], [-1.0269, -4.7949, 3.7037], [-2.1473, -3.7399, 3.7801], [-3.4755, -4.2020, 3.6150], [-3.8033, -5.1704, 4.6045], [-1.0592, -5.5766, 2.4591], [0.2737, -3.2291, 3.0685], [1.1431, -4.6974, 3.5127], [0.3948, -3.6746, 4.8146], [-0.9637, -5.5289, 4.5080], [-1.8848, -2.9443, 3.0826], [-2.1088, -3.2949, 4.7855], [-3.9023, -4.7281, 5.6051], [-3.0372, -5.9380, 4.6822], [-4.8182, -5.5067, 4.4035], [-2.0173, -5.8616, 2.2673], [-0.8501, -4.9971, 1.6492], [4.0285, -4.3672, 2.4450], [4.7450, -3.8991, 1.1827], [4.1048, -4.3744, -0.1050], [4.1661, -5.7918, -0.2559], [3.9057, -6.2118, -1.5704], [4.6645, -2.4459, 1.2380], [4.0863, -5.4560, 2.4634], [3.0730, -3.8448, 2.5064], [4.5101, -4.0032, 3.3559], [5.7762, -4.2616, 1.1075], [4.5772, -3.8968, -0.9745], [3.0311, -4.1510, -0.1776], [4.7711, -5.9385, -2.1973], [3.0063, -5.8148, -2.0418], [4.0228, -7.2945, -1.6243], [4.9642, -2.1011, 0.3263], [3.6721, -2.1927, 1.2455], [-2.0392, 1.9279, -2.4808], [-1.5688, 0.9477, -3.5369], [-2.5942, 0.5240, -4.5844], [-2.0156, -0.3139, -5.5832], [-2.9775, -0.9056, -6.4407], [-0.3481, 1.4747, -4.1950], [-1.9676, 2.9183, -2.9410], [-1.2677, 1.9449, -1.7059], [-2.9881, 1.7244, -1.9985], [-1.2523, 0.0180, -3.0546], [-3.0504, 1.3913, -5.0734], [-3.2923, -0.1408, -4.0641], [-3.8378, -1.2907, -5.8938], [-2.4787, -1.7596, -6.9031], [-3.2281, -0.2841, -7.3032], [-0.1933, 0.8959, -5.0240], [-0.6053, 2.3304, -4.6934], [-4.3016, -1.0117, 1.2966], [-4.0000, 0.3776, 0.7508], [-5.3292, 1.1484, 0.4645], [-6.0003, 0.5341, -0.6150], [-5.3593, 0.3536, -1.8470], [-3.1163, 1.1277, 1.6666], [-3.4337, -1.6726, 1.3527], [-4.9499, -1.5573, 0.6095], [-4.7480, -0.9038, 2.2841], [-3.4795, 0.3725, -0.2100], [-5.3358, 2.2372, 0.3020], [-6.1010, 1.0954, 1.2414], [-4.9436, 1.2453, -2.3297], [-6.1842, 0.0884, -2.5128], [-4.6171, -0.4473, -1.8880], [-2.4979, 0.4802, 2.1340], [-2.6199, 1.8386, 1.1515], [3.7104, 6.2272, 3.8429], [3.7574, 4.7475, 4.2535], [2.4963, 3.9582, 3.8369], [1.2312, 4.4826, 4.1762], [0.1970, 3.8571, 3.4775], [4.9706, 4.1027, 3.6889], [3.4998, 6.3003, 2.7709], [4.6503, 6.7327, 4.0528], [2.8321, 6.6570, 4.3297], [3.8081, 4.7430, 5.3438], [2.6261, 3.0231, 4.3966], [2.4688, 3.7229, 2.7656], [-0.7311, 4.3346, 3.7886], [0.1715, 2.7864, 3.7071], [0.3055, 3.9677, 2.3917], [4.9323, 4.3918, 2.7144], [5.7472, 4.6145, 4.0936]], "forces_ev_per_angstrom": [[0.8, -0.4, 2.0], [-0.1, -0.4, -0.9], [0.0, 0.4, -0.3], [0.3, 0.0, -1.2], [-0.5, 0.3, -0.1], [0.7, -1.3, -0.9], [-0.2, 0.5, 0.1], [0.0, -0.2, 0.1], [0.1, 0.6, -0.1], [0.7, -2.0, 0.2], [-0.3, 0.6, 0.4], [-1.7, 1.4, 0.0], [0.0, 0.7, 0.5], [-1.9, -0.2, -0.4], [1.9, 0.7, 0.4], [-1.1, -0.3, -0.5], [0.6, 0.4, 0.5], [0.3, 0.2, 0.1], [-0.1, 0.1, -0.3], [0.1, -0.8, 0.2], [0.0, 0.1, 0.1], [0.2, -0.3, -0.2], [0.0, -0.1, 0.0], [0.4, 1.1, 0.5], [-1.0, -1.5, -0.5], [0.3, -0.2, 1.1], [-0.2, 0.0, -0.2], [0.9, -1.3, -0.7], [0.6, 0.6, 0.4], [0.0, -0.3, 0.2], [0.0, 0.2, -0.3], [-0.5, -0.1, -0.4], [-0.2, 0.5, 0.2], [0.0, 0.1, 0.1], [0.1, 0.2, 0.0], [-0.3, 0.2, 0.4], [0.1, 0.4, 0.2], [-0.5, 0.2, 0.0], [0.4, -0.2, -0.3], [0.0, 0.1, -0.5], [-1.1, -0.1, -0.3], [0.9, 0.1, -1.0], [0.4, -0.3, 1.5], [0.3, -0.4, -0.3], [-0.4, 0.9, 0.3], [-0.5, 0.0, -0.3], [0.3, 0.2, 0.2], [0.0, -0.1, 0.3], [0.4, 0.2, -0.1], [-0.7, 0.1, 0.2], [-0.5, -0.1, -0.4], [0.2, 0.2, 0.0], [0.4, 0.3, 0.0], [-0.3, -0.4, -0.2], [0.2, -0.5, -0.4], [0.0, -0.2, 0.2], [0.3, 0.2, 0.2], [1.0, -0.2, 0.0], [-0.5, 0.3, 0.2], [-1.1, -1.0, -0.6], [0.1, 0.0, 0.3], [1.7, -0.2, -0.5], [0.4, 0.3, -0.7], [-0.9, 0.0, 0.2], [-0.5, -0.8, -0.3], [0.5, 0.0, -0.2], [0.1, 0.2, 0.5], [0.2, 0.1, 0.1], [0.0, 0.6, 0.3], [-0.2, 0.6, -0.2], [-0.3, -0.2, 0.3], [-0.9, -0.1, 0.4], [0.1, 0.3, 0.2], [0.6, -0.1, 0.2], [1.1, 0.4, -0.3], [0.7, -1.0, -0.7], [-0.2, -0.6, 0.2], [0.3, 0.4, 0.1], [1.0, -0.6, -0.3], [-0.4, 0.3, -0.9], [-0.7, 0.2, 0.2], [-0.1, -0.1, 0.1], [-0.1, 0.0, -0.3], [0.0, 0.0, 0.1], [-0.3, 0.0, 0.2], [-0.6, 0.6, 0.0], [-0.2, 0.3, 0.0], [0.0, -0.1, 0.2], [-0.4, 0.5, 0.4], [0.1, -0.5, 0.3], [0.0, 0.3, 0.5], [0.2, 0.0, -0.6], [-0.1, 1.4, 0.2], [-0.4, -0.3, 0.1], [-0.3, -0.2, -0.3], [-0.8, 0.0, -0.8], [-1.1, -0.2, 0.2], [0.3, 0.4, 0.2], [-0.4, 0.2, 0.2], [-0.1, -0.2, 0.0], [-0.1, -0.6, -0.2], [1.2, 0.0, -0.2], [0.6, -0.5, 0.5], [0.1, 0.3, 0.5], [0.1, -0.3, -0.1], [0.1, 0.0, 0.3], [0.3, 0.2, -0.1], [0.3, -0.1, 0.2], [-1.0, -0.7, -0.2], [-0.3, 1.1, -0.3], [0.5, -1.1, 0.4], [0.7, 1.2, 0.3], [-0.2, -0.2, 0.1], [-1.1, 0.2, 0.2], [0.2, 0.0, -0.1], [-0.1, 0.2, 0.2], [0.3, 0.5, 0.1], [0.1, -0.3, 0.0], [-0.1, -0.4, -0.4], [0.5, 0.1, -0.1], [0.0, -0.1, 0.0], [-0.2, 0.0, 0.0], [0.1, 0.0, 0.0], [0.4, -0.3, -0.1], [0.2, -0.2, -0.1]], "lowdin_charge": [0.214, 0.038, 0.131, 0.054, 0.097, -0.661, 0.139, 0.134, 0.122, 0.576, -0.342, -0.309, -0.305, -0.255, -0.245, -0.092, -0.063, 0.118, 0.116, 0.116, 0.108, 0.017, 0.080, -0.043, -0.419, -0.235, -0.196, -0.063, 0.027, 0.073, 0.084, 0.064, 0.130, 0.134, 0.133, 0.087, 0.092, 0.088, 0.092, 0.101, -0.055, -0.441, -0.210, -0.187, -0.106, 0.048, 0.064, 0.069, 0.083, 0.122, 0.112, 0.125, 0.087, 0.077, 0.089, 0.065, 0.057, -0.055, -0.440, -0.214, -0.189, -0.126, 0.025, 0.082, 0.062, 0.077, 0.141, 0.121, 0.123, 0.082, 0.079, 0.086, 0.062, 0.017, -0.035, -0.403, -0.193, -0.203, -0.102, 0.036, 0.077, 0.071, 0.045, 0.143, 0.136, 0.118, 0.088, 0.087, 0.086, 0.077, 0.082, -0.038, -0.414, -0.180, -0.198, -0.141, 0.047, 0.071, 0.083, 0.090, 0.101, 0.120, 0.125, 0.072, 0.092, 0.082, 0.047, 0.054, -0.071, -0.424, -0.207, -0.179, -0.116, 0.035, 0.072, 0.072, 0.075, 0.135, 0.128, 0.116, 0.096, 0.083, 0.066, 0.062, 0.065]}


(6)
{"formula": "C2H3N3O", "method": "ωB97M-V/def2-TZVPD", "relative_energy_kcal_mol": 164.49, "fmax_ev_per_a": 0.3, "total_charge": 0, "homo_lumo_gap_ev": 7.4, "elements": ["O", "C", "N", "N", "C", "N", "H", "H", "H"], "positions_angstrom": [[-0.9678, 0.4078, 1.2985], [0.3174, -0.8070, 1.0666], [1.3885, -0.1031, 0.4980], [0.9664, 0.3058, -0.6750], [-0.2824, -0.0066, -0.9877], [-0.7979, -0.7032, 0.0675], [-1.4705, -0.1357, 1.9278], [1.6197, 0.7940, -1.2816], [-0.7734, 0.2480, -1.9141]], "forces_ev_per_angstrom": [[-0.2, 0.1, 0.1], [0.3, 0.0, -0.2], [-0.2, -0.1, 0.1], [-0.2, 0.0, -0.1], [0.2, 0.1, 0.1], [0.0, -0.1, -0.1], [0.1, 0.1, -0.1], [-0.1, -0.1, 0.1], [0.1, 0.0, 0.1]], "lowdin_charge": [-0.061, -0.159, 0.000, 0.009, -0.155, -0.013, 0.096, 0.165, 0.119]}